# 1
C4H12N2O | ωB97M-V/def2-TZVPD

```
19
Properties=species:S:1:pos:R:3:mulliken_spin:R:1
C -0.507 -0.938 0.298 0.352
H -0.165 0.791 -0.818 0.014
C -0.392 -1.814 -0.913 -0.007
H -1.310 -1.784 -1.513 0.066
H 0.814 -2.080 -2.759 -0.002
C -0.301 0.428 0.197 0.269
N 2.013 -1.850 -1.067 0.034
H -0.204 -2.842 -0.596 0.001
C 0.805 -1.535 -1.825 0.027
H -0.588 1.264 1.995 -0.009
H 2.843 -1.486 -1.491 -0.002
O -1.830 4.230 2.784 0.001
H 0.804 -0.474 -2.125 -0.006
H -0.440 -1.532 1.201 -0.002
N -0.026 1.320 1.154 0.279
H 0.098 2.256 0.814 -0.012
H -2.097 4.179 1.874 0.000
H 2.006 -1.442 -0.139 -0.003
H -1.523 3.309 2.931 0.000
```

HOMO energy (alpha / beta), eV: -13.40 / -13.30
Energy relative to the best compared isomer or geometry (same formula, charge and spin), kJ/mol: 117.8
Multiplicity: 2
HOMO-LUMO gap (alpha / beta), eV: 9.1 / 5.5
Net charge: +1

# 2
C12H35O6S5Tl | ωB97M-V/def2-TZVPD

```
59
Properties=species:S:1:pos:R:3:mulliken_charge:R:1
C 7.425 -0.335 8.595 -0.748
H 6.062 -3.197 13.824 0.181
H 13.365 -2.351 14.007 0.363
H 10.441 -1.101 17.626 0.353
H 4.134 3.164 15.209 0.362
H 10.376 -2.661 11.562 0.160
C 6.819 -2.579 11.944 -0.208
H 6.352 -2.620 10.960 0.232
O 8.870 -0.374 15.187 -0.405
C 4.076 0.542 12.415 -0.710
C 5.699 -3.163 12.797 -0.900
C 5.189 1.422 8.463 -0.882
S 10.947 -2.095 13.836 0.790
H 8.402 -0.537 9.036 0.297
O 11.090 -0.659 13.500 -0.565
H 7.099 6.797 13.205 0.409
O 7.156 1.657 10.502 -0.390
H 6.696 -0.997 9.062 0.076
H 4.659 1.501 15.320 0.208
H 12.600 -3.779 14.617 0.412
H 9.052 -1.605 18.506 0.442
C 9.431 -1.489 17.491 -1.044
H 10.868 -4.063 12.366 0.404
S 7.995 5.250 11.476 0.412
C 4.089 2.198 14.706 -0.974
S 4.828 2.137 12.989 0.473
H 2.995 0.543 12.278 0.494
H 6.742 4.757 9.575 0.288
H 4.555 0.139 11.522 0.064
H 7.478 -0.554 7.529 0.444
O 7.241 -1.303 12.339 -0.190
H 12.680 -2.641 15.723 0.347
H 6.440 -1.781 15.752 0.029
C 7.234 5.721 13.092 -0.687
H 4.803 -2.545 12.747 0.220
O 8.547 3.827 11.618 -0.476
H 12.102 -2.759 11.777 0.398
H 6.415 5.019 13.251 0.050
H 9.481 -2.477 17.032 0.322
C 12.547 -2.691 14.643 -1.144
H 7.638 -3.276 11.765 0.367
S 6.940 1.389 8.979 0.456
H 5.149 1.227 7.391 0.423
C 6.424 5.234 10.501 -0.795
H 4.628 0.608 8.922 0.265
H 5.891 6.185 10.497 0.458
C 11.150 -3.018 12.242 -0.951
H 4.364 -0.291 13.056 0.142
H 4.721 2.311 8.884 0.323
H 6.999 -2.484 17.119 0.391
S 8.330 -0.369 16.620 0.393
H 7.954 5.421 13.853 0.318
H 3.017 2.010 14.650 0.405
C 6.817 -1.482 16.730 -0.724
O 6.346 1.927 13.173 -0.435
H 6.054 -1.017 17.355 0.400
H 5.572 4.634 10.821 0.129
H 5.397 -4.108 12.345 0.404
Tl 8.950 1.092 12.688 1.122
```

HOMO energy, eV: -13.62
Energy relative to the best compared isomer or geometry (same formula, charge and spin), kJ/mol: 327.5
Multiplicity: 1
HOMO-LUMO gap, eV: 2.8
Net charge: +2

# 3
C14H39Cl4NO6 | ωB97M-V/def2-TZVPD

```
64
Properties=species:S:1:pos:R:3:mulliken_charge:R:1
H -0.942 -5.169 1.641 0.243
H 2.941 4.705 -1.225 0.052
H 0.897 -6.647 4.594 0.283
H 1.505 -5.304 1.856 0.288
C 0.450 1.992 -6.417 -0.649
H -0.284 1.372 -6.942 0.237
H -0.127 2.769 3.412 0.318
H 0.241 -1.400 -0.090 0.177
H -4.602 3.762 -1.180 0.313
H 0.212 2.988 -6.812 0.279
H -1.719 -6.675 3.257 0.428
H -0.867 -6.167 7.098 0.296
C 0.812 -4.628 2.392 -0.621
C 0.589 1.966 3.254 -0.545
O -2.531 1.592 -4.513 -0.566
C 1.848 2.502 2.621 -0.361
C -2.245 0.158 -4.396 -0.735
H 1.405 1.195 -1.028 0.293
C -0.493 -5.202 6.713 -0.723
H -1.744 4.701 -1.721 0.144
H 1.303 -4.457 3.356 0.330
H -2.752 3.771 -2.850 0.041
C -2.756 4.545 -2.087 0.062
C 0.729 -2.310 -0.450 -0.635
H -0.172 1.464 -1.859 -0.225
C 0.972 -3.322 1.642 -0.515
H -2.041 -0.336 -5.344 0.285
H 2.845 5.119 -2.950 0.142
H 2.399 3.091 3.348 0.350
Cl -3.355 6.052 -2.799 -0.218
H -0.086 -7.075 2.649 0.387
Cl -2.758 2.828 -0.063 -0.138
H -1.142 -4.456 7.167 0.239
C 3.191 5.452 -1.973 -0.219
H -1.500 0.068 -3.614 0.206
O 4.612 5.646 -2.056 -0.536
O 0.957 3.091 -1.791 -0.425
H 2.698 6.399 -1.742 0.253
H -3.471 1.655 -4.685 0.320
Cl -0.316 0.782 2.216 -0.152
H 1.460 1.668 -6.647 0.251
H -0.687 1.838 -4.866 0.304
H -0.787 -7.151 5.173 0.473
H 2.033 -3.050 1.545 0.401
O 0.364 -3.393 0.372 -0.370
N -0.540 -5.070 2.567 -0.265
H 0.585 -2.466 2.217 0.282
H 0.071 2.052 -0.193 -0.105
O 0.230 2.126 -5.005 -0.368
H 0.792 1.433 4.177 0.382
H 0.832 2.988 -2.737 0.253
C -3.632 4.169 -0.903 -0.544
H -3.829 4.994 -0.224 0.355
O -0.561 -5.206 5.317 -0.299
C -0.166 -6.395 4.678 -0.552
C 0.554 1.870 -1.149 0.226
Cl 2.982 1.146 2.260 -0.189
C -0.676 -6.357 3.240 -0.777
H 0.460 -2.545 -1.479 0.303
H 0.546 -5.097 7.046 0.283
H 4.969 5.361 -1.212 0.308
H 1.819 -2.177 -0.454 0.339
H 1.660 3.010 1.681 0.210
H -3.186 -0.263 -4.036 0.395
```

HOMO energy, eV: -8.57
Multiplicity: 1
HOMO-LUMO gap, eV: 8.9
SMILES: COCCNCCOC.ClCCCl.ClCCCl.CO.CO.CO.CO

# 4
C2H10O3 | ωB97M-V/def2-TZVPD

```
15
Properties=species:S:1:pos:R:3:mulliken_charge:R:1
C -3.854 1.645 0.471 -0.439
O 2.259 -1.219 0.874 -0.618
H 3.768 -2.108 -1.617 0.327
O 2.972 -2.657 -1.586 -0.647
H 1.920 1.500 0.174 0.324
H 2.856 -1.759 0.344 0.338
H -3.034 0.155 -0.734 0.232
O 2.011 2.357 0.616 -0.644
H 1.206 2.842 0.412 0.313
H -3.214 -0.255 1.079 0.228
H 1.464 -1.759 0.895 0.300
H -3.881 1.997 1.493 0.232
H 3.086 -3.332 -2.261 0.307
C -3.354 0.430 0.253 -0.487
H -4.204 2.163 -0.411 0.237
```

HOMO energy, eV: -10.00
Energy relative to the best compared isomer or geometry (same formula, charge and spin), kJ/mol: 109.7
Multiplicity: 1
HOMO-LUMO gap, eV: 10.5
SMILES: C=C.O.O.O

# 5
C20H25N3O3S | ωB97M-V/def2-TZVPD

```
52
Properties=species:S:1:pos:R:3:mulliken_charge:R:1
C -0.009 2.184 -4.866 -1.746
S 1.523 0.631 -2.751 1.411
O 2.368 1.794 -2.691 -0.702
H 0.220 1.242 -5.361 0.341
H 2.375 0.419 1.843 0.399
C -0.829 1.004 -1.374 -0.387
C -0.390 -0.847 4.931 -0.432
H 2.967 -2.033 -1.430 0.335
C -2.072 2.365 -3.429 -0.945
N 1.768 -0.309 -1.399 0.036
C -1.732 0.052 3.165 0.749
C -2.853 1.267 0.092 0.356
H 3.492 -1.751 0.925 0.400
H -0.577 2.820 -5.539 0.422
H -3.764 2.483 -2.115 0.482
N -0.802 -2.144 2.977 -0.531
C 1.004 -2.512 -0.624 -0.363
H 2.560 -1.823 2.410 0.410
C 2.435 0.309 -0.279 -1.077
H -2.489 2.059 3.141 0.429
H 3.524 0.182 -0.363 0.396
N -2.071 1.423 1.189 -0.199
H 0.334 -2.837 4.520 0.411
C -1.142 0.195 4.414 -0.632
C 1.977 -0.245 1.073 0.446
C 2.483 -1.665 1.332 -0.967
H 0.764 -2.952 1.454 0.185
H 0.070 -1.955 -0.533 -0.050
H -3.587 0.850 2.428 0.368
H 0.758 -3.473 -1.079 0.530
C -1.524 -1.151 2.493 -0.249
H 0.944 2.655 -4.630 0.376
C -2.749 2.141 -2.245 -0.949
H -1.966 -1.319 1.519 0.530
H -1.274 1.110 4.976 0.391
H -1.106 1.691 1.077 0.269
C -0.247 -1.996 4.168 -0.488
O -4.033 0.993 0.155 -0.671
H 2.190 -3.692 0.733 0.383
C -2.538 1.150 2.530 -0.972
C -0.763 1.923 -3.607 0.738
H -0.330 0.435 -0.605 0.299
H 0.078 -0.767 5.900 0.425
C 1.921 -1.736 -1.571 -0.999
C 1.594 -2.778 0.766 -0.520
H -2.561 2.895 -4.233 0.392
C -2.123 1.481 -1.193 0.026
H 2.223 1.378 -0.349 0.531
H 1.647 -1.938 -2.608 0.580
O 1.593 -0.200 -3.919 -0.748
C -0.170 1.219 -2.564 1.020
H 0.889 -0.227 1.150 -0.442
```

HOMO energy, eV: -9.50
Energy relative to the best compared isomer or geometry (same formula, charge and spin), kJ/mol: 197.1
Multiplicity: 1
HOMO-LUMO gap, eV: 10.1
SMILES: Cc1ccc(C(=O)NCc2cccnc2)cc1S(=O)(=O)N1CCCCCC1

# 6
C5H7ClO2 | ωB97M-V/def2-TZVPD

```
15
Properties=species:S:1:pos:R:3:mulliken_charge:R:1
C 0.082 0.986 -0.885 0.620
H -0.098 -1.004 2.715 0.387
Cl 2.382 -1.504 1.442 -0.187
C -1.136 0.737 -1.813 -1.035
C 0.890 -0.288 -0.524 0.246
H -1.747 -0.024 -1.302 0.289
O 1.196 -1.070 -1.365 -0.485
C -0.219 -0.760 1.659 -1.224
H -1.726 1.656 -1.922 0.312
H -0.797 0.293 -2.755 0.329
O 0.334 2.058 -0.417 -0.507
C 1.112 -0.357 0.996 0.304
H 1.380 0.658 1.327 0.335
H -0.855 0.137 1.715 0.331
H -0.799 -1.519 1.130 0.284
```

HOMO energy, eV: -9.63
Energy relative to the best compared isomer or geometry (same formula, charge and spin), kJ/mol: 30.1
Multiplicity: 1
HOMO-LUMO gap, eV: 9.6
SMILES: CC(=O)C(=O)[C@@H](C)Cl

# 7
H14O7 | ωB97M-V/def2-TZVPD

```
21
Properties=species:S:1:pos:R:3:mulliken_charge:R:1
H -22.473 17.175 -12.392 0.294
H -24.333 14.882 -10.363 0.303
H -22.225 16.260 -11.197 0.309
H -23.747 14.348 -5.072 0.290
O -19.213 17.332 -6.981 -0.625
O -23.083 14.220 -5.757 -0.667
H -20.168 17.415 -6.903 0.305
H -22.403 19.046 -8.160 0.310
H -23.598 13.541 -10.269 0.297
O -23.540 14.465 -10.008 -0.643
O -22.286 15.921 -8.024 -0.671
H -21.268 13.627 -4.924 0.382
O -20.610 13.654 -4.218 -0.643
H -22.292 15.359 -7.240 0.352
H -22.116 17.622 -8.634 0.371
H -20.939 14.316 -3.604 0.290
H -22.529 15.342 -8.765 0.302
H -18.980 16.610 -6.390 0.317
O -22.030 18.552 -8.896 -0.611
O -21.940 17.089 -11.597 -0.589
H -23.485 13.600 -6.376 0.328
```

HOMO energy, eV: -10.17
Energy relative to the best compared isomer or geometry (same formula, charge and spin), kJ/mol: 175.0
Multiplicity: 1
HOMO-LUMO gap, eV: 9.9
SMILES: O.O.O.O.O.O.O

# 8
CHO2S2 | ωB97M-V/def2-TZVPD

```
6
Properties=species:S:1:pos:R:3:mulliken_charge:R:1
C -0.695 0.364 -0.001 0.577
O 0.646 -0.205 0.067 -0.293
O -0.821 1.542 0.152 -0.490
S 2.311 0.461 -0.134 -0.460
S -1.781 -0.911 -0.130 -0.611
H 0.341 -1.251 0.046 0.277
```

HOMO energy, eV: -3.97
Energy relative to the best compared isomer or geometry (same formula, charge and spin), kJ/mol: 181.7
Multiplicity: 1
HOMO-LUMO gap, eV: 7.4
Net charge: -1

# 9
C51H28I4IrN5O3S | ωB97M-V/def2-TZVPD

```
93
Properties=species:S:1:pos:R:3:mulliken_spin:R:1
C 3.600 3.245 -2.790 -0.072
C 4.844 0.106 -1.187 0.001
I 5.405 5.660 -2.583 0.009
C -0.680 -4.148 -0.944 0.019
N -0.541 0.037 -2.240 0.118
C -0.524 -2.359 -2.690 0.028
C -0.768 -2.820 -1.367 0.074
H 0.791 1.419 -4.921 -0.001
C -1.673 -5.072 4.779 0.003
C 1.244 4.568 -2.135 0.144
C -0.896 -3.369 3.260 0.089
H -2.932 -4.023 3.397 -0.002
C -2.965 4.389 2.937 0.032
H -0.760 -4.992 1.106 0.013
H -1.798 -1.244 4.775 0.008
O 2.236 -1.179 -1.940 0.013
C -0.224 -3.405 -3.706 0.060
C -0.050 1.103 -2.872 0.018
C 3.502 0.884 0.643 0.012
C -0.984 -2.815 0.832 0.059
C 0.371 -5.349 -5.583 0.000
I 0.821 -6.814 -6.997 0.000
N 1.349 -0.241 -0.036 0.116
H -2.774 1.229 4.533 0.000
C -1.775 3.962 -1.217 0.055
C -5.421 3.596 3.959 -0.005
H -6.380 3.287 4.352 -0.001
C 3.632 0.157 -0.523 0.011
C -2.556 3.872 -0.066 0.187
H -2.477 -5.672 5.181 0.000
C -0.942 -4.936 -5.419 0.004
S 1.822 0.762 1.162 0.018
H 2.425 1.481 -2.893 0.021
H 4.428 2.158 2.110 0.000
C 1.390 -4.797 -4.819 0.003
Ir -0.965 -0.004 -0.225 1.731
C -4.924 4.861 4.234 0.012
H -0.523 -4.999 -1.586 0.003
C -2.665 2.185 1.804 0.037
C 1.196 3.192 -2.410 0.114
H 4.938 -0.468 -2.100 0.000
H -2.259 -3.634 -4.341 0.000
C -4.681 2.730 3.171 0.035
C 5.766 1.543 0.528 0.001
C -1.507 -1.094 2.557 -0.078
H -1.730 -5.369 -6.019 0.000
C 4.550 1.589 1.199 -0.002
C 1.090 -3.824 -3.879 0.012
C 0.004 2.388 -2.255 0.124
C -0.398 -1.051 -3.080 0.031
H 2.445 6.329 -1.987 -0.001
C 0.383 0.736 -4.194 0.055
H 0.349 5.100 -1.857 0.020
H 6.614 2.084 0.925 0.000
C 0.656 -4.450 4.753 0.004
C 2.409 2.551 -2.733 0.093
C 2.432 5.269 -2.200 -0.063
H 0.315 -1.209 -5.193 0.000
C -1.890 -0.654 3.878 0.059
H 2.412 -5.122 -4.957 0.000
H 4.519 2.720 -3.013 -0.002
I 0.004 -6.605 6.770 0.000
C -0.801 -4.145 0.442 0.115
H 1.194 -2.913 3.353 -0.004
H 1.870 -3.370 -3.281 0.001
C 5.911 0.811 -0.649 0.000
H -3.302 6.242 3.957 0.001
C -3.450 3.116 2.647 0.039
N -1.431 1.929 -0.307 -0.058
C 3.611 4.608 -2.526 0.134
C -2.297 2.621 0.521 -0.001
H -5.068 1.743 2.947 0.001
H -1.737 4.787 -1.906 0.003
N -1.726 -0.065 1.675 0.089
C -1.925 -4.145 3.778 0.020
H -3.230 4.618 0.321 0.012
C 0.396 -3.528 3.752 0.039
H 6.872 0.795 -1.146 0.000
C -2.278 0.963 2.360 0.143
C -1.236 -3.961 -4.476 0.009
H -1.997 4.689 2.556 -0.002
C -1.062 2.768 -1.313 0.243
C -0.382 -5.218 5.262 0.001
C -2.389 0.594 3.754 -0.053
O 1.694 0.127 2.447 -0.001
C -1.138 -2.362 2.192 0.021
C 0.132 -0.588 -4.333 -0.029
O 1.189 2.049 1.008 0.000
C 2.342 -0.498 -0.934 0.000
I -6.031 6.171 5.417 0.001
H 1.661 -4.565 5.136 0.001
N -0.977 -2.007 -0.270 0.063
C -3.694 5.261 3.729 -0.006
```

HOMO energy (alpha / beta), eV: -6.28 / -7.83
Energy relative to the best compared isomer or geometry (same formula, charge and spin), kJ/mol: 0.0
Multiplicity: 5
HOMO-LUMO gap (alpha / beta), eV: 5.1 / 5.0

# 10
C4H8N2O2 | ωB97M-V/def2-TZVPD

```
16
Properties=species:S:1:pos:R:3:mulliken_charge:R:1
C 1.104 1.371 -0.227 -0.197
N -0.722 -0.075 -0.384 -0.588
H -2.835 -0.580 -1.409 0.319
H -3.809 -0.356 -0.003 0.285
H 2.088 -0.833 1.343 0.255
H 0.172 0.510 1.344 0.256
H 0.521 2.174 -0.704 0.409
N -3.029 0.044 -0.563 -0.469
H -1.921 0.575 1.152 0.305
C 1.471 -1.049 0.385 -0.624
H 2.949 -0.475 -0.717 0.331
O 2.294 -1.190 -0.802 -0.532
H 0.808 -1.896 0.459 0.363
C -1.870 0.184 0.125 -0.060
C 0.441 0.154 0.312 0.504
O 2.337 1.444 -0.312 -0.558
```

HOMO energy, eV: -9.27
Energy relative to the best compared isomer or geometry (same formula, charge and spin), kJ/mol: 253.1
Multiplicity: 1
HOMO-LUMO gap, eV: 10.1
SMILES: N/C=N/[C@H](C=O)CO

# 11
C4H10O2 | ωB97M-V/def2-TZVPD

```
16
Properties=species:S:1:pos:R:3:mulliken_charge:R:1
H -1.037 1.641 -0.954 0.313
H -2.217 -0.789 0.041 0.400
H 0.960 0.067 -1.549 0.364
C -0.785 1.428 0.093 -1.436
H 1.169 -1.413 -0.471 0.367
H -1.400 -0.896 -1.524 0.351
H -1.689 1.554 0.702 0.375
C -0.254 -0.007 0.284 1.522
C 0.939 -0.354 -0.536 -0.776
H 2.931 -0.377 0.699 0.349
H -1.010 -2.063 -0.225 0.389
H 1.394 0.069 1.353 0.463
O 2.215 0.263 0.500 -0.610
C -1.266 -1.015 -0.428 -1.521
H -0.052 2.167 0.436 0.317
O 0.103 -0.276 1.577 -0.867
```

HOMO energy, eV: -8.86
Energy relative to the best compared isomer or geometry (same formula, charge and spin), kJ/mol: 283.7
Multiplicity: 1
HOMO-LUMO gap, eV: 9.3

# 12
CH5ClN2P | ωB97M-V/def2-TZVPD

```
10
Properties=species:S:1:pos:R:3:mulliken_charge:R:1
N -1.285 -0.371 0.883 -0.372
N 0.828 0.287 1.262 -0.249
H 1.562 -0.309 -2.265 0.156
Cl -0.128 1.470 -3.173 0.030
H -1.524 -0.534 1.835 0.234
C -0.078 -0.054 0.426 0.074
P 0.142 -0.318 -2.550 0.435
H -1.755 -1.063 0.273 0.277
H 1.777 0.420 1.118 0.205
H 0.462 0.471 2.193 0.209
```

HOMO energy (alpha / beta), eV: -13.96 / -13.97
Energy relative to the best compared isomer or geometry (same formula, charge and spin), kJ/mol: 215.0
Multiplicity: 1
HOMO-LUMO gap (alpha / beta), eV: 7.6 / 7.6
Net charge: +1

Short version: F_max = 2.00 3.10 2.05 1.23 1.25 1.95 0.30 3.23 0.84 3.72 2.16 3.18 eV Å⁻¹, in the order given.